Here is C22H31NO5 in the gas phase from the Open Molecules 2025 dataset. Energies are from wB97M-V/def2-TZVPD.

Summary:
* HOMO level: -0.348 Eh
* ΔE to the lowest compared entry with this formula, charge and spin: 4.3 kcal per mole
* E: -35046.6777 eV
* HOMO-LUMO gap: 0.364 Eh

ORCA input file:
```
! wB97M-V def2-TZVPD RIJCOSX def2/J DEFGRID3
* xyz 0 1
C -9.432 -1.411 -1.667
O -8.291 -0.699 -1.215
C -7.725 -1.158 -0.088
O -8.143 -2.117 0.515
C -6.545 -0.361 0.324
C -6.090 0.727 -0.418
C -4.989 1.440 0.012
C -4.326 1.082 1.182
C -3.110 1.863 1.610
N -2.022 1.698 0.668
C -1.697 2.642 -0.233
O -2.220 3.733 -0.299
C -0.573 2.246 -1.191
O -0.090 0.928 -0.968
C 1.208 0.782 -0.622
O 1.959 1.710 -0.492
C 1.529 -0.684 -0.447
C 2.505 -1.149 -1.537
C 3.898 -0.562 -1.340
C 4.471 -0.964 0.023
C 5.956 -0.552 0.210
C 6.834 -1.344 -0.768
C 6.178 0.943 -0.026
C 6.423 -0.900 1.630
C 3.533 -0.403 1.096
C 2.124 -0.969 0.937
C -4.779 -0.007 1.917
C -5.882 -0.722 1.494
H -10.229 -1.363 -0.921
H -9.745 -0.930 -2.591
H -9.181 -2.459 -1.843
H -6.607 1.008 -1.322
H -4.635 2.289 -0.553
H -3.338 2.933 1.626
H -2.777 1.547 2.602
H -1.603 0.784 0.580
H -0.955 2.304 -2.215
H 0.249 2.962 -1.080
H 0.585 -1.229 -0.559
H 2.117 -0.870 -2.520
H 2.560 -2.240 -1.497
H 4.537 -0.916 -2.150
H 3.836 0.524 -1.400
H 4.441 -2.060 0.093
H 6.692 -2.414 -0.633
H 7.883 -1.115 -0.595
H 6.609 -1.094 -1.801
H 5.525 1.541 0.603
H 7.208 1.203 0.211
H 5.996 1.208 -1.064
H 6.150 -1.921 1.888
H 5.993 -0.225 2.365
H 7.505 -0.813 1.695
H 3.887 -0.661 2.093
H 3.490 0.682 1.014
H 1.473 -0.555 1.711
H 2.153 -2.054 1.072
H -4.269 -0.291 2.826
H -6.249 -1.568 2.056
*
```

Let us look at the natural (NBO) charges, expressed in e, one per atom: C -0.258; O -0.507; C 0.778; O -0.595; C -0.177; C -0.166; C -0.169; C -0.027; C -0.252; N -0.605; C 0.655; O -0.626; C -0.184; O -0.526; C 0.814; O -0.599; C -0.314; C -0.382; C -0.410; C -0.213; C -0.019; C -0.607; C -0.617; C -0.610; C -0.410; C -0.384; C -0.226; C -0.144; H 0.194; H 0.195; H 0.194; H 0.230; H 0.221; H 0.248; H 0.204; H 0.410; H 0.216; H 0.245; H 0.227; H 0.211; H 0.206; H 0.209; H 0.222; H 0.191; H 0.204; H 0.208; H 0.205; H 0.211; H 0.209; H 0.209; H 0.204; H 0.207; H 0.208; H 0.210; H 0.223; H 0.207; H 0.205; H 0.212; H 0.236

---

Here is a molecular structure, C20H25N3S from the Open Molecules 2025 dataset. Energies are from wB97M-V/def2-TZVPD.

Summary:
* HOMO level: -0.301 Eh
* ΔE to the lowest compared entry with this formula, charge and spin: 77.0 kcal per mole
* E: -36448.7645 eV
* HOMO-LUMO gap: 0.310 Eh

ORCA input file:
```
! wB97M-V def2-TZVPD RIJCOSX def2/J DEFGRID3
* xyz 0 1
N 3.849 -1.203 -4.123
N -0.975 -1.269 3.283
S 3.926 0.042 -3.137
C 3.654 -2.294 -3.527
C -0.524 -0.097 3.246
C -1.957 -1.346 2.304
C 3.287 -2.159 -2.128
C 3.332 -0.865 -1.735
C -2.079 -0.205 1.493
C 2.693 -0.984 0.758
C 2.906 1.090 -0.264
C 2.352 -0.416 1.893
C 2.404 1.666 0.860
C 3.009 -0.263 -0.381
C 2.124 0.944 1.997
N -1.160 0.584 2.163
C -3.895 -0.390 -2.723
C -1.124 -0.816 -1.435
C -1.285 1.663 -0.836
C 0.527 0.540 4.103
C -2.928 0.057 0.329
C 1.400 1.591 3.212
C -2.999 0.756 -2.287
C -2.058 0.261 -1.016
H 3.329 -3.212 -3.989
H -2.488 -2.198 1.999
H 3.038 -2.974 -1.472
H 2.821 -2.101 0.686
H 3.089 1.834 -1.117
H 1.985 -1.069 2.735
H 2.289 2.755 0.612
H -0.944 1.507 1.895
H -4.432 0.079 -3.541
H -4.696 -0.578 -1.933
H -3.329 -1.310 -3.002
H -0.298 -0.750 -0.718
H -0.746 -0.624 -2.488
H -1.545 -1.841 -1.363
H -1.055 1.938 -1.875
H -0.333 1.417 -0.279
H -1.825 2.414 -0.236
H 1.052 -0.312 4.431
H 0.153 1.013 4.941
H -3.596 -0.765 0.169
H -3.682 0.796 0.674
H 0.568 2.329 3.013
H 2.168 2.123 3.848
H -2.352 1.021 -3.147
H -3.648 1.621 -1.897
*
```

Let us look at the natural (NBO) charges, expressed in e, one per atom: N -0.603; N -0.461; S 0.637; C 0.025; C 0.359; C -0.107; C -0.303; C -0.193; C 0.110; C -0.199; C -0.178; C -0.164; C -0.216; C -0.077; C -0.040; N -0.551; C -0.628; C -0.644; C -0.629; C -0.434; C -0.459; C -0.409; C -0.385; C 0.007; H 0.197; H 0.190; H 0.225; H 0.214; H 0.212; H 0.220; H 0.221; H 0.399; H 0.212; H 0.199; H 0.211; H 0.223; H 0.221; H 0.221; H 0.215; H 0.199; H 0.207; H 0.227; H 0.224; H 0.231; H 0.231; H 0.208; H 0.231; H 0.199; H 0.205

---

Question: The lowest HOMO-LUMO gap belongs to which entry?
Answer: C20H25N3S

---

Copy entry 1 word for word.
Here is C22H31NO5 in the gas phase from the Open Molecules 2025 dataset. Energies are from wB97M-V/def2-TZVPD.

Summary:
* HOMO level: -0.348 Eh
* ΔE to the lowest compared entry with this formula, charge and spin: 4.3 kcal per mole
* E: -35046.6777 eV
* HOMO-LUMO gap: 0.364 Eh

ORCA input file:
```
! wB97M-V def2-TZVPD RIJCOSX def2/J DEFGRID3
* xyz 0 1
C -9.432 -1.411 -1.667
O -8.291 -0.699 -1.215
C -7.725 -1.158 -0.088
O -8.143 -2.117 0.515
C -6.545 -0.361 0.324
C -6.090 0.727 -0.418
C -4.989 1.440 0.012
C -4.326 1.082 1.182
C -3.110 1.863 1.610
N -2.022 1.698 0.668
C -1.697 2.642 -0.233
O -2.220 3.733 -0.299
C -0.573 2.246 -1.191
O -0.090 0.928 -0.968
C 1.208 0.782 -0.622
O 1.959 1.710 -0.492
C 1.529 -0.684 -0.447
C 2.505 -1.149 -1.537
C 3.898 -0.562 -1.340
C 4.471 -0.964 0.023
C 5.956 -0.552 0.210
C 6.834 -1.344 -0.768
C 6.178 0.943 -0.026
C 6.423 -0.900 1.630
C 3.533 -0.403 1.096
C 2.124 -0.969 0.937
C -4.779 -0.007 1.917
C -5.882 -0.722 1.494
H -10.229 -1.363 -0.921
H -9.745 -0.930 -2.591
H -9.181 -2.459 -1.843
H -6.607 1.008 -1.322
H -4.635 2.289 -0.553
H -3.338 2.933 1.626
H -2.777 1.547 2.602
H -1.603 0.784 0.580
H -0.955 2.304 -2.215
H 0.249 2.962 -1.080
H 0.585 -1.229 -0.559
H 2.117 -0.870 -2.520
H 2.560 -2.240 -1.497
H 4.537 -0.916 -2.150
H 3.836 0.524 -1.400
H 4.441 -2.060 0.093
H 6.692 -2.414 -0.633
H 7.883 -1.115 -0.595
H 6.609 -1.094 -1.801
H 5.525 1.541 0.603
H 7.208 1.203 0.211
H 5.996 1.208 -1.064
H 6.150 -1.921 1.888
H 5.993 -0.225 2.365
H 7.505 -0.813 1.695
H 3.887 -0.661 2.093
H 3.490 0.682 1.014
H 1.473 -0.555 1.711
H 2.153 -2.054 1.072
H -4.269 -0.291 2.826
H -6.249 -1.568 2.056
*
```

Let us look at the natural (NBO) charges, expressed in e, one per atom: C -0.258; O -0.507; C 0.778; O -0.595; C -0.177; C -0.166; C -0.169; C -0.027; C -0.252; N -0.605; C 0.655; O -0.626; C -0.184; O -0.526; C 0.814; O -0.599; C -0.314; C -0.382; C -0.410; C -0.213; C -0.019; C -0.607; C -0.617; C -0.610; C -0.410; C -0.384; C -0.226; C -0.144; H 0.194; H 0.195; H 0.194; H 0.230; H 0.221; H 0.248; H 0.204; H 0.410; H 0.216; H 0.245; H 0.227; H 0.211; H 0.206; H 0.209; H 0.222; H 0.191; H 0.204; H 0.208; H 0.205; H 0.211; H 0.209; H 0.209; H 0.204; H 0.207; H 0.208; H 0.210; H 0.223; H 0.207; H 0.205; H 0.212; H 0.236

---

Question: The highest ΔE to the lowest compared entry with this formula, charge and spin belongs to which entry?
Answer: C20H25N3S